No. 1
The following is a quantum chemistry calculation of a structure of composition C5H8N, from OMol25.

Geometry as XYZ:
```
14
Properties=species:S:1:pos:R:3:forces:R:3
C -1.113 0.881 -0.002 2.3 1.6 0.8
C -2.377 0.152 -0.026 -0.7 -1.0 0.1
C -1.783 -1.062 0.059 0.7 2.5 -0.7
C 0.753 -0.928 -0.011 2.2 -4.2 -1.7
C -0.446 -0.475 -0.013 -2.3 1.0 0.4
N 1.891 0.031 -0.037 0.5 0.2 0.4
H -0.832 1.563 -0.786 -0.2 0.2 -0.8
H -0.855 1.412 0.920 -0.4 0.1 0.2
H -3.358 0.595 -0.082 -0.3 -0.5 0.0
H -1.940 -2.060 -0.022 -1.4 -2.7 0.1
H 0.969 -2.072 -0.098 0.0 2.5 0.3
H 1.535 0.925 -0.523 1.0 -1.2 1.7
H 2.861 -0.193 -0.378 -1.5 -0.4 -0.6
H 2.062 -0.046 0.985 0.1 2.0 -0.4
```
Forces are in eV/Å.

Properties
E_tot = -249.7017 hartree
HOMO-LUMO gap = 9.67 eV
relative energy (zero: lowest compared OMol25 entry of this formula, charge and spin) = 3.3579 eV
net charge = +1


No. 2
The following is a quantum chemistry calculation of a structure of composition C31H46GeN4O2Si3V, from OMol25.

Geometry as XYZ:
```
88
Properties=species:S:1:pos:R:3:forces:R:3
V 0.790 -0.189 0.338 0.7 -1.6 -2.6
C 1.430 -3.151 -1.555 0.0 0.1 0.0
O 1.231 -2.426 -0.333 -0.1 0.2 0.4
C 1.446 -3.147 0.837 0.0 0.0 -0.3
C 2.078 -4.376 0.881 0.0 -0.1 -0.1
C 2.256 -5.003 2.107 0.0 0.0 0.1
C 1.811 -4.404 3.277 0.0 0.0 0.0
C 1.192 -3.167 3.225 -0.1 0.0 0.1
C 1.001 -2.540 2.004 -0.2 0.2 0.2
N 0.461 -1.217 1.864 -0.2 -0.1 1.6
N 0.142 -0.629 2.979 0.2 -0.2 0.1
C -0.124 0.674 3.153 -0.1 -0.2 -0.1
C -0.116 1.685 2.136 0.2 -0.3 0.1
O 0.155 1.365 0.884 -0.5 1.7 1.4
C -0.353 3.024 2.465 -0.1 0.2 -0.1
C -0.590 3.381 3.760 -0.1 0.0 0.1
C -0.591 2.438 4.824 0.0 0.1 0.0
C -0.784 2.859 6.155 0.0 0.1 0.0
C -0.750 1.953 7.180 0.0 -0.1 0.1
C -0.540 0.595 6.894 0.0 0.0 0.0
C -0.360 0.162 5.601 0.0 0.0 0.0
C -0.370 1.077 4.539 0.0 -0.1 -0.1
H 0.882 -4.091 -1.520 0.0 0.0 0.0
H 2.489 -3.335 -1.725 0.0 0.0 0.0
H 1.037 -2.529 -2.349 0.0 0.0 0.0
H 2.446 -4.851 -0.017 0.0 0.0 0.0
H 2.752 -5.964 2.140 0.0 0.0 0.0
H 1.957 -4.891 4.232 0.0 0.0 0.0
H 0.861 -2.674 4.128 0.0 0.0 0.0
H -0.329 3.762 1.674 0.0 0.0 0.0
H -0.777 4.422 3.996 0.0 0.0 0.0
H -0.946 3.912 6.353 0.0 -0.1 0.0
H -0.883 2.278 8.202 0.0 0.0 0.0
H -0.514 -0.123 7.704 0.0 0.0 0.0
H -0.209 -0.887 5.395 0.0 0.0 0.0
N 2.852 -0.295 -2.267 0.0 -0.1 0.2
C 3.490 0.016 -1.106 -0.1 -0.1 0.1
C 4.870 0.267 -1.097 0.1 0.0 -0.1
C 5.492 0.575 0.081 0.1 0.0 0.0
C 4.749 0.632 1.269 0.2 0.0 0.0
C 3.422 0.348 1.200 -0.2 0.0 -0.1
N 2.775 0.044 0.036 0.8 0.2 -0.1
H 3.347 -0.140 -3.130 0.0 0.0 0.0
H 1.848 -0.219 -2.307 0.0 0.1 -0.1
H 5.419 0.212 -2.029 0.0 0.0 0.0
H 6.558 0.768 0.096 0.0 0.0 0.0
H 5.206 0.883 2.214 0.0 0.0 0.0
H 2.821 0.354 2.105 -0.1 0.0 -0.1
C -1.658 -2.772 -2.972 0.0 -0.2 0.0
Si -1.262 -1.106 -3.716 0.0 0.3 0.4
C 0.355 -1.059 -4.634 0.2 0.0 -0.1
C -2.588 -0.501 -4.847 -0.2 0.0 -0.1
Ge -0.932 0.108 -1.476 -0.6 0.0 -1.0
Si -0.310 2.395 -2.360 0.2 -0.1 0.0
C -1.329 3.480 -1.239 -0.2 -0.1 0.2
C -0.767 2.627 -4.134 -0.1 0.1 -0.2
C 1.499 2.726 -2.071 0.2 -0.1 0.0
Si -3.283 0.160 -0.800 0.1 -0.1 0.0
C -4.207 1.159 -2.065 -0.1 0.1 0.0
C -3.979 -1.556 -0.704 0.0 -0.2 0.0
C -3.353 1.007 0.858 0.1 0.0 0.2
H -1.007 -3.542 -3.397 -0.1 0.0 0.0
H -2.692 -3.034 -3.203 0.0 0.0 0.0
H -1.546 -2.792 -1.886 0.0 -0.1 0.0
H 0.225 -1.671 -5.535 0.1 0.0 0.0
H 1.212 -1.458 -4.089 0.0 0.0 -0.1
H 0.587 -0.045 -4.962 0.0 0.0 0.0
H -2.425 -0.991 -5.815 -0.1 0.0 0.1
H -2.550 0.572 -5.018 0.0 0.0 0.0
H -3.588 -0.768 -4.504 0.0 0.0 0.0
H -2.336 3.638 -1.624 0.0 0.0 0.0
H -0.835 4.455 -1.169 0.0 0.0 0.0
H -1.408 3.065 -0.234 0.0 0.1 0.0
H -1.825 2.416 -4.292 0.0 0.0 0.0
H -0.175 2.003 -4.803 0.0 0.0 0.0
H -0.596 3.673 -4.416 0.0 -0.1 0.0
H 1.839 2.307 -1.122 0.1 0.1 0.0
H 1.651 3.809 -2.020 0.0 0.0 0.0
H 2.127 2.340 -2.877 0.0 0.0 0.1
H -4.169 0.710 -3.054 0.0 0.0 0.0
H -3.836 2.182 -2.139 0.0 0.0 0.0
H -5.260 1.214 -1.765 0.1 0.0 0.0
H -4.132 -1.986 -1.695 0.0 0.0 0.1
H -4.955 -1.505 -0.211 0.0 0.0 0.0
H -3.349 -2.234 -0.124 -0.1 0.0 0.0
H -3.295 2.093 0.754 0.0 0.0 0.0
H -2.564 0.680 1.540 -0.1 0.0 0.0
H -4.314 0.766 1.325 0.0 0.1 0.0
```
Forces are in eV/Å.

Properties
E_tot = -5467.3475 hartree
HOMO-LUMO gap (alpha / beta) = 6.63 / 5.21 eV
multiplicity = 4
relative energy (zero: lowest compared OMol25 entry of this formula, charge and spin) = 0.9305 eV
net charge = +2


No. 3
The following is a quantum chemistry calculation of a cluster of 9 separate species, C5H30N2O8 in total, from OMol25.

Geometry as XYZ:
```
45
Properties=species:S:1:pos:R:3:forces:R:3
C 1.466 2.687 -2.513 0.4 0.1 -0.2
C 1.914 1.438 -1.768 -0.1 -0.1 0.0
C 1.894 1.631 -0.250 0.5 -0.1 -0.7
C 2.320 0.400 0.532 0.0 0.1 0.3
N 1.321 -0.659 0.466 0.5 -0.7 -0.6
C 1.531 -1.711 1.481 0.1 0.5 0.0
N 0.685 -2.856 1.336 -0.3 0.1 0.5
H 2.147 3.523 -2.320 -0.1 0.0 0.0
H 0.473 2.992 -2.198 -0.2 0.0 0.0
H 1.452 2.524 -3.597 0.0 0.0 0.2
H 2.909 1.118 -2.098 0.0 0.2 0.1
H 1.252 0.621 -2.041 -0.2 -0.2 0.0
H 2.577 2.456 -0.041 0.0 0.1 0.3
H 0.897 1.936 0.046 -0.3 0.1 0.2
H 2.525 0.693 1.573 -0.1 0.0 0.1
H 3.269 0.003 0.158 0.0 0.1 -0.1
H 0.383 -0.289 0.596 0.2 0.3 0.1
H 2.580 -2.002 1.443 0.1 -0.2 -0.2
H 1.401 -1.280 2.481 -0.2 -0.1 0.1
H -0.300 -2.642 1.478 0.3 0.0 0.0
H 0.774 -3.262 0.424 0.1 -0.2 -0.4
H -1.604 -0.612 0.813 -0.1 0.1 0.3
H -1.295 0.272 2.086 0.1 -0.1 -0.2
O -1.193 0.237 1.102 -0.7 -0.1 0.2
H -3.095 -2.547 0.663 0.6 0.2 -0.2
H -1.914 -2.540 -0.386 -0.4 -0.1 -0.2
O -2.172 -2.269 0.524 -0.5 0.0 0.3
H -0.825 0.858 4.325 0.1 -0.1 0.0
H -2.185 1.282 3.751 -0.1 0.2 -0.1
O -1.557 0.530 3.796 0.1 -0.2 0.0
H -0.514 -2.879 -1.839 -0.1 -0.2 -0.1
H -1.660 -2.473 -2.714 -0.1 0.0 0.0
O -1.472 -3.045 -1.955 0.4 0.2 0.0
H 2.045 -2.528 -2.049 -0.8 0.4 0.1
H 1.313 -1.504 -1.064 -0.2 -0.1 -0.1
O 1.186 -2.081 -1.898 1.0 -0.2 0.3
H -2.359 2.953 0.163 0.0 -0.2 0.1
H -2.300 1.479 0.719 0.1 0.4 -0.2
O -2.861 2.294 0.656 -0.1 0.0 -0.1
H -0.505 -0.101 -3.882 0.0 -0.2 0.0
H 0.232 -1.322 -3.279 0.1 0.1 0.0
O -0.443 -1.063 -3.930 -0.2 0.1 0.0
H -3.134 2.598 2.329 0.2 0.1 0.2
H -4.043 2.494 3.560 0.2 0.1 0.1
O -3.119 2.643 3.319 -0.6 -0.1 -0.2
```
Forces are in eV/Å.

Properties
E_tot = -919.9869 hartree
HOMO-LUMO gap = 9.74 eV
relative energy (zero: lowest compared OMol25 entry of this formula, charge and spin) = 0.0000 eV
net charge = 0
SMILES = CCCCNCN.O.O.O.O.O.O.O.O